Entry 1:
Molecular formula: C6H4BrO4PV
Method: DFT, ωB97M-V/def2-TZVPD

```
17
Properties=species:S:1:pos:R:3
Br -3.303 1.172 -2.324
V -0.203 3.750 2.338
P -2.306 1.075 -0.287
O -3.303 -0.030 0.683
O -0.959 -1.244 -2.491
O 0.007 1.569 1.795
O 2.703 0.250 1.781
C -0.596 0.185 -0.353
C 0.369 0.569 0.753
C 1.266 -1.789 -1.343
C 2.206 -1.408 -0.217
C 1.854 -0.166 0.836
C -0.158 -0.946 -1.465
H 1.552 -2.651 -2.101
H 0.350 2.484 1.549
H -2.705 -0.813 0.930
H 3.226 -2.009 -0.083
```

## Properties
Spin multiplicity: 1
HOMO-LUMO gap (eV): 3.74
Charge: +3
Relative energy (zero: lowest compared OMol25 entry of this formula, charge and spin) (eV): 5.8922
E_LUMO (eV): -16.887



Entry 2:
Molecular formula: C6H4Cl2NO2P
Method: DFT, ωB97M-V/def2-TZVPD

```
16
Properties=species:S:1:pos:R:3
Cl 0.630 3.518 -0.662
Cl 1.265 1.824 -3.316
P -0.455 2.532 1.842
O 0.227 1.418 4.068
O -1.481 0.534 3.086
N -0.571 1.329 3.162
C -0.137 1.203 0.362
C -0.447 -0.139 0.377
C 0.621 1.074 -1.907
C 0.370 1.824 -0.765
C -0.200 -0.882 -0.769
C 0.333 -0.286 -1.898
H 0.902 2.751 2.105
H -0.433 -1.935 -0.780
H 0.520 -0.867 -2.787
H -0.888 -0.602 1.246
```

## Properties
Spin multiplicity: 1
HOMO-LUMO gap (eV): 9.67
SMILES string: O=[N+]([O-])Pc1cccc(Cl)c1Cl
Relative energy (zero: lowest compared OMol25 entry of this formula, charge and spin) (eV): 0.0000
E_LUMO (eV): -0.048



Entry 3:
Molecular formula: C6H4Cl2O
Method: DFT, ωB97M-V/def2-TZVPD

```
13
Properties=species:S:1:pos:R:3
Cl -2.081 0.408 -2.278
Cl 0.581 2.941 1.332
O -1.101 1.849 -0.268
C -1.433 0.658 -0.729
C 2.039 -1.883 -0.225
C -0.419 1.633 0.883
C -1.076 -0.342 0.149
C -0.382 0.299 1.199
C 1.651 -1.153 -1.087
H 0.012 -0.141 2.077
H 2.459 -2.608 0.315
H -1.437 -1.279 0.285
H 1.188 -0.383 -1.654
```

## Properties
Spin multiplicity: 1
HOMO-LUMO gap (eV): 9.29
SMILES string: Clc1ccc(Cl)o1.C#C
Relative energy (zero: lowest compared OMol25 entry of this formula, charge and spin) (eV): 3.9658
E_LUMO (eV): 0.730



Entry 4:
Molecular formula: C6H4F6N2NaOS2Sb
Method: DFT, ωB97M-V/def2-TZVPD

```
23
Properties=species:S:1:pos:R:3
Sb 1.750 -2.018 -2.545
S -2.509 0.875 -0.842
S -2.258 2.119 2.093
Na 0.665 -0.637 0.040
F 0.113 -2.625 -1.814
F 2.049 -3.704 -3.321
F 3.391 -1.398 -3.224
F 1.522 -0.313 -1.700
F 0.809 -1.359 -4.032
F 2.565 -2.523 -0.912
O -1.187 -1.364 0.408
N 0.243 0.935 1.546
N -2.332 -1.651 0.003
C -3.124 -0.670 -0.628
C -4.078 -3.260 -0.193
C -4.905 -2.319 -0.828
C -0.762 1.449 1.843
C -4.428 -1.054 -1.027
C -2.824 -2.914 0.213
H -5.904 -2.588 -1.149
H -2.134 -3.576 0.709
H -4.416 -4.271 -0.013
H -5.028 -0.291 -1.500
```

## Properties
Spin multiplicity: 2
HOMO-LUMO gap (alpha / beta) (eV): 7.56 / 5.51
⟨S²⟩: 0.8023
Charge: -1
Relative energy (zero: lowest compared OMol25 entry of this formula, charge and spin) (eV): 0.2558
E_LUMO (alpha / beta) (eV): 2.373 / 0.433



Entry 5:
Molecular formula: C6H4FINO2
Method: DFT, ωB97M-V/def2-TZVPD

```
15
Properties=species:S:1:pos:R:3
I -0.547 -2.816 -3.339
F -1.832 -3.588 -0.263
O 0.882 -2.286 1.807
O 0.696 -4.275 0.703
N -1.610 -1.500 0.743
C 0.233 -0.599 -1.316
C -0.868 -0.469 0.960
C 0.367 -0.062 0.118
C 0.468 -3.169 1.051
C -0.317 -1.742 -1.543
C -0.944 -2.574 0.149
H -1.404 0.357 1.592
H 0.406 0.136 -2.216
H 1.319 -0.499 0.400
H 0.618 1.034 0.273
```

## Properties
Spin multiplicity: 3
HOMO-LUMO gap (alpha / beta) (eV): 4.01 / 6.07
⟨S²⟩: 2.0180
Charge: -1
E_LUMO (alpha / beta) (eV): 2.859 / 0.942



Entry 6:
Molecular formula: C6H4MnN5O5
Method: DFT, ωB97M-V/def2-TZVPD

```
21
Properties=species:S:1:pos:R:3
Mn 0.274 0.185 -1.284
O -2.409 1.030 -2.363
O 0.864 2.974 -0.320
O 1.543 1.629 -3.521
O 3.058 -0.525 -0.310
O -0.268 -2.834 -1.918
N -0.358 -0.390 2.597
N 0.372 -0.015 1.548
N -1.652 -0.672 2.320
N -0.458 -0.200 0.506
N 0.023 -0.039 3.884
C 1.959 -0.285 -0.582
C 1.005 0.732 -2.955
C -1.666 -0.574 0.995
C -1.406 0.686 -1.899
C -0.134 -1.710 -1.698
C 0.612 1.901 -0.669
H 1.019 -0.174 3.967
H 0.705 -0.363 -3.299
H -0.505 -0.574 4.566
H -2.576 -0.782 0.436
```

## Properties
Spin multiplicity: 6
HOMO-LUMO gap (alpha / beta) (eV): 6.54 / 5.22
⟨S²⟩: 8.8281
Charge: +1
E_LUMO (alpha / beta) (eV): -3.646 / -7.758



Entry 7:
Molecular formula: C6H4N2
Method: DFT, ωB97M-V/def2-TZVPD

```
12
Properties=species:S:1:pos:R:3
N -0.317 1.693 -0.161
N 0.239 -1.751 0.125
C 0.493 -0.489 -0.261
C 0.939 0.206 -1.512
C 0.466 1.481 -1.395
C -0.983 -0.258 1.495
C -0.487 -1.442 1.311
C -0.286 0.566 0.454
H 1.367 -0.097 -2.479
H -0.736 -2.251 1.995
H -1.458 0.132 2.425
H 0.515 2.245 -2.245
```

## Properties
Spin multiplicity: 1
HOMO-LUMO gap (eV): 7.12
SMILES string: C1=CC2=NC=CC2=N1
Relative energy (zero: lowest compared OMol25 entry of this formula, charge and spin) (eV): 2.7193
E_LUMO (eV): -1.781



Entry 8:
Molecular formula: C6H4N2O2
Method: DFT, ωB97M-V/def2-TZVPD

```
14
Properties=species:S:1:pos:R:3
O -0.215 2.859 1.663
O -1.232 0.796 1.523
N 1.943 3.354 -0.953
N -0.003 -0.534 0.071
C -0.392 1.910 0.956
C 0.692 -0.588 1.178
C 1.160 2.538 -0.720
C -0.720 -0.440 1.300
C -0.134 0.378 -0.998
C 0.268 1.582 -0.314
H 0.508 0.299 -1.851
H -1.288 -1.294 1.641
H -1.242 0.461 -1.209
H 1.722 -0.363 1.479
```

## Properties
Spin multiplicity: 1
HOMO-LUMO gap (alpha / beta) (eV): 5.60 / 5.60
Relative energy (zero: lowest compared OMol25 entry of this formula, charge and spin) (eV): 5.7868
E_LUMO (alpha / beta) (eV): -2.243 / -2.239



Entry 9:
Molecular formula: C6H4N2O4
Method: DFT, ωB97M-V/def2-TZVPD

```
16
Properties=species:S:1:pos:R:3
O -3.770 -1.048 0.248
O 3.737 1.098 0.159
O 3.776 -1.058 0.000
O -3.750 1.087 -0.092
N -3.214 0.009 0.042
N 3.210 0.013 0.042
C 0.749 -1.096 -0.082
C -0.748 1.074 -0.001
C -1.823 -0.014 -0.036
C 0.741 1.080 0.001
C -0.742 -1.101 -0.080
C 1.820 -0.003 -0.039
H 1.131 -2.111 -0.127
H -1.109 -2.121 -0.125
H -1.119 2.092 0.047
H 1.109 2.100 0.044
```

## Properties
Spin multiplicity: 1
HOMO-LUMO gap (eV): 7.42
SMILES string: O=[N+]([O-])c1ccc([N+](=O)[O-])cc1
Relative energy (zero: lowest compared OMol25 entry of this formula, charge and spin) (eV): 5.0509
E_LUMO (eV): -2.700



Entry 10:
Molecular formula: C6H4N2S
Method: DFT, ωB97M-V/def2-TZVPD

```
13
Properties=species:S:1:pos:R:3
S 0.157 -1.404 3.509
N -0.090 0.503 -0.488
N 1.078 -1.057 -1.599
C 0.823 0.056 0.477
C -1.211 1.316 -0.175
C 0.794 -1.414 2.014
C 0.284 -0.012 -1.704
C 1.328 -1.061 -0.252
C 1.112 -1.889 0.819
H -0.804 2.287 0.014
H -1.529 1.051 0.891
H -0.034 0.396 -2.582
H -1.907 1.229 -0.924
```

## Properties
Spin multiplicity: 1
HOMO-LUMO gap (alpha / beta) (eV): 7.03 / 7.03
Relative energy (zero: lowest compared OMol25 entry of this formula, charge and spin) (eV): 5.6232
E_LUMO (alpha / beta) (eV): -1.474 / -1.474



Number 1: electronic energy -4389.59752 Ha. Number 2: electronic energy -1697.90711 Ha. Number 3: electronic energy -1226.51909 Ha. Number 4: electronic energy -2214.15467 Ha. Number 5: electronic energy -833.67297 Ha. Number 6: electronic energy -2031.41542 Ha. Number 7: electronic energy -340.41978 Ha. Number 8: electronic energy -490.82545 Ha. Number 9: electronic energy -641.11643 Ha. Number 10: electronic energy -738.49310 Ha.